No. 1
This record from OMol25 describes C16H11F5MnN5O4S as an isolated structure at a distorted geometry. The level of theory is the ωB97M-V functional and the def2-TZVPD basis.

Geometry as XYZ:
```
43
Properties=species:S:1:pos:R:3:forces:R:3:lowdin_charge:R:1
Mn 0.386 -0.389 0.905 -0.32 -1.24 -1.08 0.910
C 4.532 0.528 -1.231 0.03 0.14 0.07 -0.256
S 3.261 1.169 -0.128 -0.24 -0.38 -0.32 0.877
C 2.369 2.113 -1.369 0.00 0.07 0.09 -0.242
O 2.406 -0.056 0.116 0.28 0.30 0.03 -0.588
H 4.032 -0.013 -2.034 0.02 0.00 0.01 0.059
H 5.153 -0.152 -0.650 -0.02 0.04 -0.01 0.051
H 5.133 1.355 -1.617 -0.04 -0.07 0.03 0.055
H 2.924 3.027 -1.585 -0.04 -0.05 0.00 0.061
H 1.386 2.345 -0.954 0.07 -0.03 0.00 0.028
H 2.241 1.489 -2.254 -0.02 0.03 0.03 0.065
C -2.854 2.427 -1.576 0.07 -0.19 -0.02 -0.039
N -2.929 1.214 -0.778 0.06 0.00 0.00 -0.057
C -4.123 0.654 -0.391 0.09 0.10 -0.07 -0.073
C -4.178 -0.407 0.421 -0.01 -0.09 0.09 0.000
C -2.938 -0.956 0.990 0.08 0.09 0.03 -0.503
O -2.935 -1.865 1.809 -0.03 0.07 -0.08 0.018
N -1.773 -0.367 0.542 -0.25 0.00 0.05 0.106
C -1.753 0.626 -0.345 -0.01 0.04 -0.23 -0.543
O -0.654 1.032 -0.801 0.05 0.19 0.24 -0.050
H -3.865 2.776 -1.772 -0.02 -0.01 -0.02 0.082
H -2.335 2.235 -2.514 -0.04 -0.02 -0.04 0.086
H -2.309 3.194 -1.030 -0.04 0.01 -0.01 0.055
H -5.007 1.123 -0.804 0.01 0.03 0.02 0.116
H -5.120 -0.851 0.708 0.03 0.03 0.00 0.100
O 0.448 1.167 2.003 -0.57 0.41 1.28 -0.252
N 1.205 2.175 1.943 0.64 0.23 -0.06 -0.034
C 0.599 3.304 1.728 -0.08 1.02 -0.20 -0.315
C -0.820 3.425 1.520 0.40 -0.20 0.14 -0.159
N -1.950 3.517 1.340 -0.25 0.12 0.04 0.183
C 1.420 4.476 1.605 -0.30 -0.28 0.04 -0.201
N 2.054 5.426 1.477 0.15 0.17 -0.02 0.130
F 0.671 -2.167 -1.588 0.01 -0.05 -0.05 0.039
C 0.598 -3.021 -0.528 0.03 0.21 0.06 -0.251
C 0.511 -2.500 0.745 0.26 -0.53 -0.10 -0.056
C 0.442 -3.445 1.740 0.08 0.18 0.10 -0.250
F 0.388 -3.051 3.037 -0.02 -0.05 0.01 0.052
C 0.461 -4.808 1.514 -0.03 -0.11 0.16 -0.156
F 0.407 -5.696 2.525 -0.01 0.00 0.01 0.088
C 0.554 -5.272 0.219 0.03 -0.07 -0.03 -0.154
F 0.586 -6.592 -0.028 -0.01 -0.07 -0.01 0.094
C 0.630 -4.369 -0.822 -0.02 -0.03 -0.10 -0.159
F 0.741 -4.823 -2.086 -0.02 -0.01 -0.04 0.084
```
Positions in Å, forces in eV/Å.

energy above the lowest of the compared OMol25 structures with the same formula, charge and spin	29.74	kJ/mol
frontier orbital gap (spin up / spin down)	7.0791 / 8.1070	eV
net charge	-1
highest occupied orbital energy (spin up / spin down)	-4.9 / -5.9	eV
<S²>	8.759
2S+1	6

***

No. 2
This record from OMol25 describes C16H11N5O5S3Zr as an isolated structure. The level of theory is the ωB97M-V functional and the def2-TZVPD basis.

Geometry as XYZ:
```
41
Properties=species:S:1:pos:R:3:forces:R:3:lowdin_charge:R:1
Zr 0.134 0.648 -0.045 0.11 -0.02 -0.18 1.377
S -0.261 -1.656 0.858 0.00 -0.10 0.08 0.624
C 1.283 -1.775 1.678 -0.04 -0.02 -0.01 -0.713
C 1.307 -2.631 2.829 0.05 0.05 0.04 -0.266
N 1.296 -3.313 3.754 -0.01 -0.03 -0.02 0.181
C 2.410 -1.144 1.262 -0.07 0.03 -0.04 -0.703
S 2.447 -0.112 -0.154 0.28 -0.09 -0.01 0.664
C 3.651 -1.331 1.952 0.00 0.00 0.02 -0.262
N 4.662 -1.462 2.482 0.00 -0.01 0.00 0.180
C -3.889 3.322 -6.624 -0.02 0.01 0.00 -0.041
C -2.906 3.147 -5.503 0.01 0.00 0.02 -0.255
C -1.569 3.506 -5.677 -0.03 0.02 -0.06 -0.023
C -0.655 3.383 -4.648 -0.02 -0.02 0.05 -0.039
C -1.088 2.888 -3.422 0.17 0.06 -0.13 -0.294
C -2.410 2.526 -3.220 -0.13 -0.06 0.07 -0.044
C -3.312 2.657 -4.264 0.07 0.03 -0.01 -0.019
S 0.122 2.645 -2.182 0.17 -0.12 0.06 0.624
O 1.137 3.638 -2.250 0.03 0.17 -0.16 -0.243
O -0.607 2.583 -0.873 -0.17 -0.05 0.17 -0.432
N 0.736 1.172 -2.306 -0.16 -0.06 0.02 -0.232
C -0.124 0.175 -2.808 0.12 0.20 -0.17 -0.440
C -0.122 -0.274 -4.122 0.03 0.00 -0.08 0.016
C -1.003 -1.280 -4.462 -0.01 -0.02 -0.05 -0.029
C -1.844 -1.829 -3.496 -0.03 0.03 0.15 -0.037
C -1.766 -1.347 -2.209 -0.01 0.01 -0.01 -0.114
N -0.931 -0.352 -1.888 -0.17 -0.01 0.28 -0.040
H -3.433 3.095 -7.587 0.00 0.00 0.00 0.082
H -4.238 4.356 -6.663 0.00 0.00 0.00 0.092
H -4.761 2.684 -6.493 0.00 -0.01 0.00 0.079
H -1.244 3.895 -6.634 0.00 0.00 0.00 0.121
H 0.379 3.674 -4.782 0.00 -0.01 0.02 0.123
H -2.734 2.159 -2.255 0.02 0.00 0.01 0.117
H -4.348 2.383 -4.112 0.00 0.00 0.01 0.119
H 0.564 0.163 -4.833 0.00 0.01 0.01 0.127
H -1.037 -1.656 -5.476 0.03 0.03 -0.01 0.117
H -2.533 -2.625 -3.735 0.00 0.00 -0.01 0.112
H -2.364 -1.747 -1.400 -0.02 -0.04 -0.03 0.113
O -0.556 2.089 3.450 0.08 0.01 0.00 0.181
N -0.353 1.683 2.360 -0.26 0.03 0.03 -0.515
O 0.827 1.474 1.881 -0.01 0.03 -0.05 -0.164
O -1.281 1.393 1.526 -0.02 -0.01 -0.01 -0.146
```
Positions in Å, forces in eV/Å.

energy above the lowest of the compared OMol25 structures with the same formula, charge and spin	8.67	kJ/mol
frontier orbital gap	7.7134	eV
highest occupied orbital energy	-8.7	eV

***

No. 3
This record from OMol25 describes C16H12Cl5N3O4Pd as an isolated structure. The level of theory is the ωB97M-V functional and the def2-TZVPD basis.

Geometry as XYZ:
```
41
Properties=species:S:1:pos:R:3:forces:R:3:lowdin_charge:R:1
Pd 0.691 0.205 0.221 0.14 -0.32 0.08 0.609
Cl 0.646 1.491 3.404 0.00 0.08 -0.09 0.586
C 0.694 2.663 2.096 -0.03 -0.07 0.18 -0.707
C 0.724 2.182 0.790 0.05 0.14 -0.20 -0.318
C 0.794 3.187 -0.180 0.00 -0.04 -0.02 -0.704
Cl 0.883 2.697 -1.861 -0.03 0.10 0.01 0.596
C 0.812 4.547 0.100 0.00 0.05 0.09 -0.716
Cl 0.904 5.737 -1.162 0.00 0.00 0.00 0.605
C 0.762 4.968 1.429 0.01 0.04 -0.06 -0.724
Cl 0.782 6.659 1.816 0.00 -0.01 0.00 0.601
C 0.706 4.013 2.437 0.01 -0.06 -0.02 -0.716
Cl 0.660 4.530 4.094 0.00 0.00 -0.01 0.605
O -5.642 -1.981 -0.112 0.12 0.06 0.05 -0.044
C -4.669 -2.784 -0.274 -0.01 -0.02 -0.01 -0.636
O -4.745 -4.000 -0.506 0.00 0.14 0.03 -0.037
C -3.275 -2.195 -0.181 0.04 -0.13 0.06 -0.068
C -2.142 -2.961 -0.337 0.05 -0.05 -0.06 -0.040
N -1.082 -2.154 -0.192 -0.14 0.16 -0.14 -0.013
N -1.436 -0.885 0.044 -0.12 -0.15 -0.04 0.042
C -2.767 -0.889 0.062 -0.01 0.12 0.16 -0.138
C -3.487 0.408 0.315 -0.07 -0.03 -0.44 -0.519
O -4.801 0.332 0.319 -0.08 -0.10 0.14 0.073
O -2.896 1.453 0.443 0.13 0.07 0.18 0.068
H -5.154 -0.643 0.160 -0.08 -0.03 -0.07 0.036
H -2.051 -4.015 -0.542 -0.02 0.06 0.01 0.121
H -0.086 -2.312 -0.333 0.12 -0.10 0.12 0.060
C 4.224 0.697 -0.985 0.00 0.01 0.02 -0.066
C 3.898 -0.293 0.137 -0.07 0.07 -0.05 -0.620
C 4.091 0.394 1.489 0.06 -0.06 0.01 -0.068
C 4.776 -1.539 0.034 0.04 -0.02 0.01 -0.079
C 2.450 -0.676 -0.011 -0.03 0.05 0.06 -0.452
N 1.759 -1.623 -0.317 0.02 0.01 0.03 0.007
H 5.255 1.053 -0.888 -0.01 -0.02 0.00 0.076
H 3.545 1.550 -0.935 0.01 0.00 0.00 0.056
H 4.101 0.228 -1.963 0.01 0.01 0.01 0.083
H 5.115 0.774 1.573 -0.03 -0.02 0.01 0.077
H 3.908 -0.304 2.310 -0.01 0.01 -0.01 0.082
H 3.386 1.217 1.594 -0.02 0.05 -0.01 0.059
H 5.833 -1.271 0.142 -0.02 -0.01 -0.01 0.072
H 4.633 -2.034 -0.928 -0.01 0.02 0.01 0.075
H 4.515 -2.253 0.818 0.01 0.01 -0.02 0.077
```
Positions in Å, forces in eV/Å.

energy above the lowest of the compared OMol25 structures with the same formula, charge and spin	0.00	kJ/mol
frontier orbital gap	6.1664	eV
net charge	-2
highest occupied orbital energy	-2.0	eV

***

No. 4
This record from OMol25 describes one molecule with the formula C16H12ClN3O5S at a distorted geometry. The level of theory is the ωB97M-V functional and the def2-TZVPD basis.

Geometry as XYZ:
```
38
Properties=species:S:1:pos:R:3:forces:R:3:lowdin_charge:R:1
C 0.689 -1.635 -2.174 -0.03 -0.01 0.10 -0.021
C 0.261 -1.480 -0.746 0.45 0.42 -0.05 -0.264
N 0.812 -0.756 0.153 -0.76 -0.39 0.41 0.059
N 1.899 0.016 -0.128 0.49 0.43 -0.78 -0.124
S 1.932 1.110 -1.434 0.35 0.50 0.47 0.677
O 0.623 1.224 -1.993 -0.26 0.00 0.22 -0.265
O 3.031 0.788 -2.292 0.14 0.09 0.17 -0.283
C 2.336 2.638 -0.568 0.01 -0.44 -0.26 -0.259
C 1.327 3.347 0.046 -0.22 0.21 0.15 0.032
C 1.624 4.537 0.702 0.75 -0.57 -0.51 -0.139
C 2.943 5.004 0.750 -0.26 -0.15 -0.07 -0.565
C 3.948 4.264 0.127 -0.20 0.09 0.09 -0.070
C 3.645 3.091 -0.536 0.00 -0.08 -0.05 -0.032
H 4.403 2.515 -1.044 0.16 0.01 -0.03 0.121
H 4.962 4.627 0.168 0.07 0.05 0.02 0.113
Cl 3.371 6.436 1.587 0.36 0.03 0.04 0.782
N 0.517 5.248 1.318 -0.12 0.07 0.06 -0.369
O 0.595 6.447 1.415 -0.14 0.40 -0.04 0.055
O -0.417 4.572 1.680 -0.42 -0.26 0.19 0.101
H 0.307 2.992 0.005 -0.08 0.04 0.06 0.136
H 2.229 0.453 0.721 0.00 0.08 -0.08 0.112
C -0.891 -2.243 -0.310 -0.76 -0.75 -0.49 -0.200
C -1.718 -3.071 -1.022 0.65 0.56 0.25 0.064
C -2.701 -3.540 -0.108 -0.04 0.19 0.76 -0.155
C -3.803 -4.391 -0.191 0.13 0.11 0.01 -0.027
C -4.541 -4.610 0.950 -0.13 -0.11 -0.02 -0.095
C -4.205 -4.002 2.163 0.03 0.02 0.01 -0.085
C -3.121 -3.156 2.273 0.29 0.22 0.01 0.005
C -2.375 -2.933 1.125 -0.72 -0.72 -0.61 -0.204
O -1.283 -2.153 0.991 0.23 0.25 0.25 0.113
H -2.856 -2.683 3.205 0.01 0.05 0.13 0.117
H -4.812 -4.201 3.034 -0.03 0.00 0.08 0.101
H -5.399 -5.264 0.914 -0.07 -0.05 -0.01 0.099
H -4.064 -4.861 -1.127 -0.05 -0.06 -0.08 0.111
H -1.649 -3.314 -2.062 0.11 0.01 -0.25 0.119
H 0.638 -2.684 -2.457 0.04 -0.05 -0.02 0.089
H 1.706 -1.272 -2.304 0.01 -0.17 -0.10 0.059
H 0.038 -1.060 -2.830 0.00 -0.01 -0.05 0.095
```
Positions in Å, forces in eV/Å.

SMILES	C/C(=N\NS(=O)(=O)c1ccc(Cl)c([N+](=O)[O-])c1)c1cc2ccccc2o1
frontier orbital gap	7.2984	eV
highest occupied orbital energy	-8.2	eV

***

No. 5
This record from OMol25 describes C16H12Co2NO7 as an isolated structure at a distorted geometry. The level of theory is the ωB97M-V functional and the def2-TZVPD basis.

Geometry as XYZ:
```
38
Properties=species:S:1:pos:R:3:forces:R:3:lowdin_charge:R:1
O -3.498 -3.166 -1.653 1.40 0.30 0.28 -0.016
C -2.402 -2.899 -1.331 -0.88 -0.08 0.07 -0.227
Co -0.822 -2.557 -0.599 -1.19 0.69 -0.10 -0.028
C -0.621 -1.759 0.960 0.60 -0.12 2.07 -0.229
O -0.488 -1.427 2.086 -0.34 -0.54 -2.21 0.021
C 0.522 -3.525 -1.181 1.23 -0.69 0.07 -0.200
O 1.431 -4.166 -1.513 -1.05 0.62 0.19 0.029
C 0.748 0.925 -0.285 0.93 -2.25 -0.81 -0.153
C 1.878 -0.035 -0.266 -0.28 0.64 -0.33 -0.198
C 2.432 -0.432 0.973 -0.52 0.26 -0.75 -0.044
C 3.525 -1.279 0.980 -0.12 0.02 -0.26 -0.090
C 4.082 -1.719 -0.217 0.14 0.06 -0.66 -0.107
C 3.578 -1.275 -1.445 -0.17 0.31 -0.22 -0.107
C 2.491 -0.408 -1.489 -0.84 0.09 0.82 -0.042
C -0.433 1.345 -0.553 -0.87 -2.38 -1.79 -0.251
C -1.735 1.018 -1.120 -0.97 -0.47 -0.42 -0.041
Co 0.505 2.594 0.381 -1.93 4.64 2.58 0.036
C 1.733 3.717 -0.052 0.71 -0.51 -0.80 -0.230
O 2.493 4.525 -0.326 0.77 1.01 -0.08 0.064
C 0.547 2.366 2.137 0.15 -0.84 1.16 -0.168
O 0.583 2.205 3.281 0.02 0.30 -0.52 0.078
C -0.950 3.642 0.342 2.07 -0.56 0.06 -0.189
O -1.926 4.236 0.377 -1.22 0.40 -0.08 0.090
H 1.967 -0.075 1.897 0.24 -0.16 -0.36 0.106
H 3.943 -1.585 1.924 0.12 -0.16 0.16 0.094
H 4.934 -2.392 -0.234 -0.10 0.06 0.18 0.091
H 4.012 -1.567 -2.404 0.09 -0.14 0.45 0.098
H 2.032 -0.019 -2.421 0.57 -0.44 0.63 0.122
H -2.376 1.841 -1.399 0.18 0.58 -0.25 0.097
H -1.710 0.291 -1.949 -0.13 -0.05 0.58 0.114
C -4.031 -0.181 0.442 -0.42 0.80 -0.02 0.003
N -2.667 0.362 0.083 3.22 -1.65 1.85 -0.138
O -2.130 1.072 1.230 -1.31 -0.93 0.35 -0.059
H -4.645 -0.541 -0.410 0.76 0.31 0.42 0.101
H -3.758 -0.981 1.119 -0.34 -0.49 -0.08 0.084
H -4.586 0.540 1.077 0.31 -0.07 -0.81 0.092
H -2.070 -0.610 0.219 -0.71 1.56 -0.85 0.095
H -2.589 1.921 1.337 -0.12 -0.12 -0.50 0.101
```
Positions in Å, forces in eV/Å.

energy above the lowest of the compared OMol25 structures with the same formula, charge and spin	247.43	kJ/mol
frontier orbital gap	6.0756	eV
net charge	-1
highest occupied orbital energy	-3.5	eV

***

No. 6
This record from OMol25 describes one molecule with the formula C16H12FNO6S at a distorted geometry. The level of theory is the ωB97M-V functional and the def2-TZVPD basis.

Geometry as XYZ:
```
37
Properties=species:S:1:pos:R:3:forces:R:3:lowdin_charge:R:1
O -1.219 1.286 -2.058 0.12 0.13 0.19 0.088
O -1.648 0.413 2.062 -0.56 -0.20 -0.53 0.105
O -0.391 -4.481 1.482 -1.52 3.45 -0.47 -0.311
O -2.180 -3.573 0.011 0.52 0.96 0.64 -0.287
F 1.473 5.046 -4.364 0.10 -1.19 1.00 0.034
O -3.467 0.407 0.703 0.74 -0.93 0.63 0.109
O 2.626 1.029 -0.740 -0.78 -0.50 -0.15 0.083
C -0.045 1.166 -1.730 -2.15 -1.00 -0.34 -0.306
C -2.628 -0.144 1.625 0.30 -0.44 0.73 -0.481
C 3.043 3.803 -3.045 -1.64 0.46 -0.39 0.011
C 3.311 2.806 -2.135 -0.22 -0.33 0.76 0.018
C 2.114 -0.914 0.533 0.67 -0.17 -0.07 0.029
C 0.683 3.094 -3.142 0.40 1.23 -0.33 0.088
C 1.274 -1.942 0.951 -0.52 0.68 -0.43 -0.038
C -0.468 -0.968 -0.411 -0.58 -0.92 0.57 0.011
C 1.708 3.999 -3.496 -0.29 -1.16 -0.05 -0.209
C 2.270 1.954 -1.692 0.21 0.30 -0.81 -0.159
C 1.706 0.066 -0.386 -0.62 -0.27 0.56 -0.140
C 0.975 2.043 -2.241 1.78 1.08 0.42 -0.074
C 0.361 0.064 -0.837 1.94 0.26 0.31 -0.044
C -0.049 -1.968 0.479 0.29 0.02 -0.44 -0.232
N -1.994 -2.586 2.379 0.01 0.74 -0.68 -0.258
C -1.110 -2.342 3.532 0.53 -0.70 0.15 -0.098
C -3.060 -1.567 2.109 0.39 -0.06 -0.49 -0.082
S -1.186 -3.300 1.023 0.54 -1.79 0.83 0.744
H -2.966 1.135 0.313 -0.09 0.44 -0.10 0.118
H 3.760 4.512 -3.429 0.36 -0.10 0.20 0.120
H 4.291 2.701 -1.659 -0.34 -0.02 -0.40 0.131
H 3.148 -0.910 0.889 -0.35 0.14 -0.14 0.130
H -0.363 3.235 -3.482 0.89 -0.18 0.17 0.143
H 1.617 -2.697 1.641 0.11 -0.10 0.00 0.116
H -1.494 -1.019 -0.748 -0.07 0.20 -0.31 0.127
H -0.205 -1.752 3.268 -0.54 -0.26 0.20 0.080
H -0.822 -3.352 3.898 0.06 0.80 -0.07 0.092
H -1.641 -1.814 4.340 0.03 -0.21 -0.54 0.098
H -3.708 -1.996 1.375 -0.35 -0.23 -0.67 0.103
H -3.717 -1.435 2.983 0.61 -0.13 0.07 0.140
```
Positions in Å, forces in eV/Å.

energy above the lowest of the compared OMol25 structures with the same formula, charge and spin	0.00	kJ/mol
SMILES	CN(CC(=O)O)S(=O)(=O)c1ccc2oc3ccc(F)cc3c(=O)c2c1
frontier orbital gap	8.3359	eV
highest occupied orbital energy	-9.2	eV

***

| no. | total energy (Eh) |
| --- | --- |
| 1 | -3239.61500 |
| 2 | -2507.92846 |
| 3 | -3511.10317 |
| 4 | -2015.60576 |
| 5 | -3963.68499 |
| 6 | -1621.15385 |